(1)
C50H47BiF6IN3OS2Sb3 as an isolated structure. Source: OMol25; level of theory: wB97M-V/def2-TZVPD.

Last column: Löwdin spin population.
Positions of all 114 atoms, in Å:
Bi1 -0.10 1.44 -0.31  0.00
C1 -2.17 -1.04 -5.53  0.00
C2 -1.61 0.27 -5.93  0.00
N1 -0.51 0.66 -5.06  0.00
C3 0.85 0.40 -5.54  0.00
C4 1.22 -1.07 -5.47  0.00
C5 -0.70 1.11 -3.85  0.00
S1 0.59 1.75 -2.84  0.00
N2 -1.98 1.28 -3.48  0.00
C6 -2.46 1.09 -2.29  0.00
O1 -1.81 0.55 -1.31  0.00
C7 -3.89 1.41 -2.04  0.00
C8 -4.63 2.30 -2.85  0.00
C9 -5.97 2.49 -2.66  0.00
C10 -6.59 1.90 -1.58  0.00
C11 -5.85 1.04 -0.74  0.00
C12 -4.51 0.79 -0.99  0.00
H1 -3.04 -1.32 -6.16  0.00
H2 -2.56 -1.08 -4.50  0.00
H3 -1.39 -1.78 -5.54  0.00
H4 -2.38 1.04 -5.85  0.00
H5 -1.21 0.25 -6.92  0.00
H6 1.51 0.99 -4.89  0.00
H7 0.85 0.72 -6.56  0.00
H8 1.07 -1.55 -4.48  0.00
H9 2.27 -1.24 -5.81  0.00
H10 0.60 -1.58 -6.22  0.00
H11 -4.08 2.61 -3.72  0.00
H12 -6.58 3.10 -3.33  0.00
H13 -7.63 2.10 -1.40  0.00
H14 -6.45 0.54 0.04  0.00
H15 -3.96 0.17 -0.27  0.00
C13 -1.46 -1.66 3.40  0.27
C14 -0.20 -1.49 4.26  0.02
C15 0.84 -0.51 3.55  0.02
Sb1 2.81 -1.32 3.30  0.01
C16 2.92 -1.22 1.20  0.01
C17 3.41 -0.07 0.54  0.00
C18 3.64 0.01 -0.82  0.00
C19 3.32 -1.13 -1.62  0.00
C20 2.73 -2.23 -0.99  0.00
C21 2.56 -2.28 0.40  0.02
C22 4.11 0.25 3.74  0.00
C23 3.73 1.28 4.63  0.00
C24 4.66 2.23 5.08  0.00
C25 5.97 2.16 4.64  0.00
C26 6.34 1.21 3.72  0.00
C27 5.40 0.25 3.31  0.00
Sb2 -0.73 -2.75 1.61  0.29
C28 -0.36 -3.65 -0.41  0.22
C29 0.30 -4.87 -0.48  0.02
C30 0.64 -5.40 -1.70  0.01
C31 0.29 -4.71 -2.85  0.00
C32 -0.36 -3.50 -2.78  0.01
C33 -0.65 -2.92 -1.54  0.02
C34 -0.96 -4.59 2.60  0.01
C35 0.14 -5.19 3.21  0.00
C36 0.00 -6.22 4.12  0.00
C37 -1.30 -6.67 4.35  0.00
C38 -2.43 -6.10 3.73  0.00
C39 -2.22 -5.05 2.83  0.00
H16 -1.99 -0.71 3.27  0.01
H17 -2.14 -2.40 3.78  0.02
H18 0.35 -2.44 4.53  0.00
H19 -0.38 -1.11 5.25  0.01
H20 0.84 0.40 4.16  0.00
H21 0.49 -0.27 2.48  0.01
H22 3.85 0.71 1.18  0.00
H23 4.23 0.85 -1.21  0.00
H24 3.53 -1.13 -2.67  0.00
H25 2.50 -3.14 -1.52  0.00
H26 2.14 -3.17 0.87  0.01
H27 2.73 1.49 4.97  0.00
H28 4.26 3.07 5.60  0.00
H29 6.59 2.99 4.91  0.00
H30 7.33 1.13 3.32  0.00
H31 5.78 -0.51 2.62  0.00
H32 0.53 -5.45 0.40  0.00
H33 1.14 -6.38 -1.76  0.00
H34 0.54 -5.09 -3.88  0.00
H35 -0.66 -2.92 -3.64  0.00
H36 -1.12 -1.96 -1.49  0.00
H37 1.12 -4.80 3.00  0.00
H38 0.76 -6.66 4.73  0.00
H39 -1.48 -7.41 5.11  0.00
H40 -3.43 -6.52 3.86  0.00
H41 -3.06 -4.56 2.31  0.00
I1 -2.34 4.24 -1.28  0.00
C40 -0.60 5.37 -1.07  0.00
C41 -0.72 6.71 -1.40  0.00
C42 0.40 7.57 -1.23  0.00
C43 1.50 7.04 -0.64  0.00
C44 1.63 5.71 -0.18  0.00
C45 2.77 5.28 0.51  0.00
C46 2.82 4.05 1.06  0.00
C47 1.79 3.12 0.77  0.00
C48 0.70 3.46 0.01  0.00
C49 0.56 4.82 -0.44  0.00
H42 -1.62 7.08 -1.91  0.00
H43 0.52 8.62 -1.55  0.00
H44 2.29 7.74 -0.38  0.00
H45 3.58 5.99 0.73  0.00
H46 3.63 3.69 1.68  0.00
H47 2.04 2.13 1.11  0.00
F1 -1.73 1.78 1.37  0.00
Sb3 -1.76 2.79 3.06  0.00
F2 -3.60 2.96 2.59  0.00
F3 -1.30 4.29 2.06  0.00
F4 -1.77 4.02 4.50  0.00
F5 0.07 2.24 3.25  0.00
F6 -2.24 1.31 4.10  0.00
S2 -4.77 -3.41 -0.82  0.00
C50 -3.66 -2.99 0.16  0.00
N3 -2.73 -2.79 0.88  0.00

Spin multiplicity: 2
Molar mass (g/mol): 1585.2
Gap between HOMO and LUMO (spin up / spin down) (eV): 6.7 / 7.1
ΔE to the lowest compared entry with this formula, charge and spin (eV): 0.000
Highest occupied orbital energy (spin up / spin down) (Eh): -0.2679 / -0.3052
Charge: 0

***

(2)
C50H47GeN6OTeW as an isolated structure. Source: OMol25; level of theory: wB97M-V/def2-TZVPD.

Last column: Löwdin spin population.
Positions of all 107 atoms, in Å:
W1 -0.88 0.79 -1.11  0.66
N1 2.16 0.03 -4.14  0.01
C1 1.92 0.19 -2.84  0.01
N2 0.68 0.62 -2.71  0.06
C2 0.19 0.69 -4.00  0.04
N3 1.08 0.34 -4.90  0.09
C3 -1.19 1.06 -4.15  0.16
C4 -1.82 1.28 -5.36  -0.01
N4 -3.08 1.66 -5.48  0.21
C5 -3.74 1.82 -4.29  0.08
C6 -3.17 1.60 -3.08  0.10
N5 -1.87 1.20 -2.94  0.25
H1 3.01 -0.29 -4.57  0.00
H2 2.62 0.00 -2.05  0.00
H3 -1.24 1.15 -6.27  0.00
H4 -4.77 2.13 -4.35  0.00
H5 -3.73 1.72 -2.16  0.00
C7 6.38 -0.93 0.04  0.00
C8 5.03 -0.31 0.27  0.00
C9 4.63 0.83 -0.40  0.00
C10 3.38 1.42 -0.20  0.00
C11 3.06 2.65 -1.01  0.00
C12 2.51 0.85 0.73  0.02
Te1 0.55 1.58 1.13  0.03
N6 -2.43 1.25 -0.08  0.58
C13 -2.76 1.71 1.13  0.08
O1 -2.28 2.74 1.61  0.07
C14 -3.74 0.87 1.90  0.01
C15 -4.06 1.24 3.20  0.00
C16 -4.95 0.47 3.94  0.00
C17 -5.52 -0.67 3.38  0.00
C18 -5.20 -1.04 2.08  0.00
C19 -4.31 -0.27 1.34  0.01
C20 0.89 3.68 1.12  0.00
C21 0.41 4.53 0.12  0.00
C22 -0.31 4.04 -1.11  0.01
C23 0.61 5.90 0.25  0.00
C24 1.29 6.44 1.33  0.00
C25 1.50 7.92 1.46  0.00
C26 1.78 5.57 2.30  0.00
C27 1.58 4.20 2.22  0.00
C28 2.12 3.33 3.33  0.00
C29 2.89 -0.31 1.44  0.00
C30 2.00 -1.03 2.41  0.00
C31 4.14 -0.87 1.18  0.00
H6 6.87 -0.48 -0.82  0.00
H7 6.29 -2.00 -0.13  0.00
H8 7.02 -0.79 0.91  0.00
H9 5.30 1.29 -1.13  0.00
H10 3.61 2.64 -1.94  0.00
H11 3.32 3.56 -0.47  0.00
H12 2.00 2.71 -1.25  0.00
H13 -3.61 2.13 3.61  0.00
H14 -5.21 0.76 4.95  0.00
H15 -6.21 -1.26 3.95  0.00
H16 -5.63 -1.93 1.65  0.00
H17 -4.04 -0.55 0.33  0.00
H18 -0.13 2.97 -1.18  0.01
H19 0.08 4.50 -2.02  0.00
H20 -1.39 4.21 -1.05  0.00
H21 0.23 6.56 -0.52  0.00
H22 1.16 8.45 0.57  0.00
H23 2.55 8.16 1.61  0.00
H24 0.95 8.32 2.32  0.00
H25 2.31 5.97 3.15  0.00
H26 2.62 3.93 4.08  0.00
H27 2.84 2.60 2.95  0.00
H28 1.31 2.77 3.82  0.00
H29 1.33 -0.36 2.94  0.00
H30 2.59 -1.57 3.14  0.00
H31 1.38 -1.76 1.88  0.00
H32 4.42 -1.77 1.71  0.00
C32 -0.89 -0.97 -0.75  0.41
Ge1 -0.85 -2.84 -0.35  0.05
C33 1.03 -3.33 -0.14  0.00
C34 1.95 -2.98 -1.13  0.00
C35 3.30 -3.28 -0.99  0.00
C36 3.74 -3.93 0.16  0.00
C37 2.84 -4.29 1.14  0.00
C38 1.49 -3.99 0.99  0.00
C39 -1.78 -3.09 1.34  0.01
C40 -1.61 -2.15 2.36  0.00
C41 -2.24 -2.30 3.58  0.00
C42 -3.07 -3.39 3.80  0.00
C43 -3.26 -4.33 2.79  0.00
C44 -2.62 -4.17 1.57  0.00
C45 -1.68 -3.82 -1.82  0.00
C46 -2.54 -3.15 -2.69  0.00
C47 -3.15 -3.82 -3.73  0.00
C48 -2.91 -5.18 -3.92  0.00
C49 -2.06 -5.85 -3.06  0.00
C50 -1.44 -5.17 -2.02  0.00
H33 1.60 -2.48 -2.03  0.00
H34 4.00 -3.00 -1.76  0.00
H35 4.79 -4.16 0.27  0.00
H36 3.18 -4.80 2.03  0.00
H37 0.79 -4.26 1.78  0.00
H38 -0.98 -1.28 2.19  0.00
H39 -2.12 -1.55 4.36  0.00
H40 -3.58 -3.51 4.75  0.00
H41 -3.91 -5.18 2.96  0.00
H42 -2.79 -4.90 0.78  0.00
H43 -2.72 -2.08 -2.56  0.00
H44 -3.81 -3.29 -4.41  0.00
H45 -3.39 -5.71 -4.73  0.00
H46 -1.86 -6.91 -3.20  0.00
H47 -0.76 -5.71 -1.36  0.00

Spin multiplicity: 4
Molar mass (g/mol): 1132.0
Gap between HOMO and LUMO (spin up / spin down) (eV): 5.8 / 7.3
ΔE to the lowest compared entry with this formula, charge and spin (eV): 0.058
Highest occupied orbital energy (spin up / spin down) (Eh): -0.2056 / -0.3071
Charge: 0

***

(3)
C50H47N8O2P2RhSSb as an isolated structure. Source: OMol25; level of theory: wB97M-V/def2-TZVPD.

Last column: Löwdin charge in e.
Positions of all 112 atoms, in Å:
Rh1 -0.04 0.08 -0.26  0.53
N1 -2.09 -1.51 1.43  0.03
N2 -1.88 -2.87 1.28  0.02
C1 -0.82 -3.30 0.59  -0.35
N3 -0.61 -4.60 0.48  0.24
N4 -0.05 -2.32 0.04  0.08
N5 1.15 -2.63 -0.49  -0.44
O1 1.66 -3.74 -0.52  0.09
O2 1.73 -1.61 -0.94  -0.10
H1 -1.92 -1.22 2.39  0.08
H2 -3.03 -1.27 1.16  0.07
H3 -2.49 -3.54 1.70  0.17
H4 -1.25 -5.27 0.88  0.15
H5 0.22 -4.93 0.03  0.11
N6 2.40 1.35 0.77  -0.32
P1 1.81 -0.08 1.42  0.96
C2 3.26 -0.90 2.09  -0.34
C3 3.92 -0.22 3.13  -0.08
C4 5.05 -0.79 3.69  -0.04
C5 5.51 -2.03 3.24  -0.03
C6 4.85 -2.70 2.22  -0.04
C7 3.72 -2.14 1.64  -0.07
C8 0.86 0.31 2.92  -0.39
C9 0.44 1.59 3.28  -0.14
C10 -0.32 1.78 4.43  -0.06
C11 -0.67 0.70 5.22  -0.06
C12 -0.26 -0.59 4.87  -0.06
C13 0.49 -0.78 3.72  -0.12
P2 1.52 1.97 -0.53  0.96
C14 2.00 3.69 -0.33  -0.32
C15 1.85 4.27 0.94  -0.11
C16 2.40 5.51 1.20  -0.05
C17 3.08 6.19 0.20  -0.04
C18 3.20 5.64 -1.07  -0.04
C19 2.65 4.40 -1.35  -0.05
C20 2.21 1.43 -2.10  -0.39
C21 3.34 0.63 -2.18  -0.08
C22 3.82 0.24 -3.43  -0.04
C23 3.17 0.64 -4.58  -0.04
C24 2.05 1.46 -4.51  -0.05
C25 1.56 1.86 -3.27  -0.12
H6 3.37 1.63 0.88  0.10
H7 3.55 0.73 3.49  0.12
H8 5.56 -0.27 4.49  0.12
H9 6.38 -2.47 3.70  0.12
H10 5.21 -3.66 1.87  0.12
H11 3.22 -2.66 0.83  0.08
H12 0.71 2.43 2.66  0.05
H13 -0.63 2.78 4.71  0.12
H14 -1.24 0.85 6.13  0.12
H15 -0.51 -1.43 5.50  0.12
H16 0.82 -1.79 3.45  0.11
H17 1.33 3.74 1.73  0.07
H18 2.31 5.94 2.19  0.12
H19 3.53 7.16 0.41  0.13
H20 3.73 6.17 -1.85  0.12
H21 2.76 3.98 -2.34  0.11
H22 3.86 0.31 -1.28  0.10
H23 4.72 -0.37 -3.49  0.12
H24 3.55 0.33 -5.55  0.12
H25 1.55 1.80 -5.41  0.12
H26 0.70 2.51 -3.21  0.11
N7 -0.46 -1.21 -4.35  0.17
C26 -0.07 -1.25 -3.07  -0.14
N8 -0.54 -0.24 -2.37  0.02
C27 -1.28 0.54 -3.28  -0.23
C28 -1.92 1.76 -3.15  -0.05
C29 -2.54 2.30 -4.26  -0.05
C30 -2.55 1.63 -5.49  -0.05
C31 -1.89 0.43 -5.65  0.01
C32 -1.25 -0.08 -4.53  -0.18
H27 -0.22 -1.89 -5.06  0.18
H28 0.58 -2.02 -2.70  0.12
H29 -1.89 2.28 -2.20  0.04
H30 -3.03 3.26 -4.18  0.10
H31 -3.07 2.07 -6.34  0.12
H32 -1.88 -0.09 -6.61  0.13
S1 -1.60 1.48 0.69  0.22
Sb1 -3.30 3.04 0.11  1.45
C33 -4.76 2.05 -1.01  -0.36
C34 -4.93 0.69 -0.78  -0.14
C35 -5.93 0.01 -1.46  -0.05
C36 -6.74 0.69 -2.36  -0.04
C37 -6.56 2.05 -2.59  -0.04
C38 -5.58 2.74 -1.90  -0.11
C39 -2.39 4.67 -0.81  -0.37
C40 -1.25 5.20 -0.20  -0.13
C41 -0.61 6.27 -0.80  -0.05
C42 -1.09 6.80 -1.99  -0.03
C43 -2.22 6.28 -2.59  -0.04
C44 -2.88 5.20 -2.00  -0.11
C45 -3.89 3.48 2.05  -0.38
C46 -3.81 4.79 2.49  -0.11
C47 -4.24 5.09 3.78  -0.05
C48 -4.73 4.08 4.59  -0.04
C49 -4.81 2.76 4.13  -0.05
C50 -4.39 2.45 2.85  -0.12
H33 -4.27 0.16 -0.09  0.06
H34 -6.08 -1.05 -1.29  0.11
H35 -7.53 0.16 -2.88  0.12
H36 -7.20 2.57 -3.29  0.12
H37 -5.47 3.81 -2.06  0.09
H38 -0.88 4.78 0.73  0.09
H39 0.27 6.70 -0.33  0.10
H40 -0.58 7.65 -2.44  0.12
H41 -2.61 6.71 -3.51  0.12
H42 -3.77 4.80 -2.47  0.08
H43 -3.44 5.58 1.84  0.10
H44 -4.20 6.11 4.13  0.12
H45 -5.06 4.31 5.60  0.12
H46 -5.21 1.99 4.77  0.12
H47 -4.46 1.44 2.48  0.09

Molar mass (g/mol): 1110.7
Gap between HOMO and LUMO (spin up / spin down) (eV): 6.5 / 6.5
ΔE to the lowest compared entry with this formula, charge and spin (eV): 3.403
Highest occupied orbital energy (spin up / spin down) (Eh): -0.5650 / -0.5651
Charge: +3

***

(4)
C50H48BN12O2SSbTi as an isolated structure. Source: OMol25; level of theory: wB97M-V/def2-TZVPD.

Last column: Löwdin spin population.
Positions of all 116 atoms, in Å:
Ti1 -16.79 4.64 12.24  0.00
C1 -14.57 7.55 9.95  0.00
C2 -15.13 7.08 11.12  0.00
N1 -15.60 5.83 10.94  0.00
N2 -15.31 5.48 9.65  0.00
C3 -14.70 6.49 9.05  0.00
B1 -15.78 4.05 9.24  0.00
N3 -17.34 4.10 9.36  0.00
C4 -18.25 4.03 8.39  0.00
C5 -19.49 4.37 8.90  0.00
C6 -19.24 4.63 10.23  0.00
N4 -17.94 4.48 10.51  0.01
N5 -15.14 3.13 10.37  0.00
C7 -14.08 2.33 10.22  0.00
C8 -13.67 1.90 11.48  0.00
C9 -14.54 2.48 12.36  0.00
N6 -15.44 3.25 11.69  0.00
N7 -15.40 3.47 7.91  0.00
C10 -14.61 3.82 6.87  0.00
C11 -14.58 2.73 6.02  0.00
C12 -15.38 1.76 6.64  0.00
N8 -15.87 2.20 7.78  0.00
H1 -14.14 8.51 9.80  0.00
H2 -15.24 7.58 12.07  0.00
H3 -14.38 6.41 8.02  0.00
H4 -17.97 3.73 7.39  0.00
H5 -20.42 4.44 8.38  0.00
H6 -19.93 4.94 10.99  0.00
H7 -13.66 2.09 9.27  0.00
H8 -12.87 1.22 11.73  0.00
H9 -14.63 2.35 13.43  0.00
H10 -14.08 4.76 6.78  0.00
H11 -14.10 2.62 5.07  0.00
H12 -15.63 0.77 6.27  0.00
C13 -20.13 2.55 19.74  0.00
C14 -19.60 2.59 18.33  0.00
C15 -18.25 2.44 18.11  0.00
C16 -17.71 2.43 16.84  0.00
C17 -18.60 2.66 15.79  0.00
C18 -19.97 2.76 15.96  0.00
C19 -20.46 2.71 17.23  0.00
S1 -17.84 3.04 14.28  0.00
O1 -16.71 2.17 14.13  0.00
O2 -18.74 3.20 13.15  0.00
N9 -17.35 4.61 14.28  0.00
C20 -16.07 4.95 14.76  0.00
C21 -15.56 4.97 16.04  0.00
C22 -14.21 5.23 16.21  0.00
C23 -13.43 5.50 15.08  0.00
C24 -14.04 5.56 13.82  0.00
N10 -15.34 5.29 13.69  0.00
H13 -19.33 2.74 20.46  0.00
H14 -20.53 1.56 19.96  0.00
H15 -20.89 3.31 19.89  0.00
H16 -17.58 2.26 18.96  0.00
H17 -16.67 2.26 16.61  0.00
H18 -20.59 2.83 15.08  0.00
H19 -21.53 2.75 17.39  0.00
H20 -16.21 4.77 16.88  0.00
H21 -13.75 5.22 17.20  0.00
H22 -12.38 5.72 15.15  0.00
H23 -13.47 5.81 12.94  0.00
N11 -17.80 1.44 10.53  0.26
C25 -17.88 0.32 11.39  0.17
C26 -19.04 0.13 12.16  0.11
C27 -19.14 -0.99 12.95  0.02
C28 -18.11 -1.93 13.00  0.24
C29 -16.93 -1.67 12.30  0.03
C30 -16.83 -0.57 11.49  0.11
H24 -18.71 1.56 10.09  0.01
H25 -17.16 1.24 9.76  0.01
H26 -19.86 0.85 12.12  0.00
H27 -20.05 -1.18 13.49  0.00
H28 -18.19 -2.83 13.58  0.01
H29 -16.12 -2.38 12.37  0.00
H30 -15.92 -0.37 10.93  0.00
C31 -24.28 2.09 13.06  0.00
C32 -24.02 2.65 14.30  0.00
C33 -22.94 3.49 14.45  0.00
C34 -22.18 3.78 13.34  0.00
C35 -22.36 3.16 12.11  0.00
C36 -23.44 2.30 11.99  0.00
Sb1 -20.87 5.37 13.57  0.00
C37 -21.59 7.00 12.53  0.00
C38 -22.40 6.74 11.44  0.00
C39 -23.09 7.78 10.87  0.00
C40 -22.96 9.05 11.45  0.00
C41 -22.14 9.30 12.54  0.00
C42 -21.42 8.25 13.08  0.00
C43 -20.73 6.02 15.55  0.00
C44 -22.00 6.35 16.03  0.00
C45 -22.14 6.81 17.33  0.00
C46 -21.01 6.95 18.13  0.00
C47 -19.74 6.66 17.62  0.00
C48 -19.59 6.17 16.33  0.00
H31 -25.18 1.51 12.94  0.00
H32 -24.65 2.40 15.14  0.00
H33 -22.71 3.95 15.41  0.00
H34 -21.70 3.33 11.28  0.00
H35 -23.63 1.80 11.04  0.00
H36 -22.51 5.72 11.10  0.00
H37 -23.76 7.64 10.04  0.00
H38 -23.53 9.87 11.05  0.00
H39 -22.09 10.28 12.98  0.00
H40 -20.79 8.38 13.96  0.00
H41 -22.85 6.24 15.39  0.00
H42 -23.11 7.09 17.71  0.00
H43 -21.12 7.32 19.14  0.00
H44 -18.89 6.81 18.26  0.00
H45 -18.63 5.92 15.91  0.00
C49 -18.03 8.97 13.60  0.00
C50 -17.96 7.64 12.98  0.00
N12 -17.79 6.60 12.51  0.00
H46 -17.01 9.30 13.75  0.00
H47 -18.53 8.88 14.56  0.00
H48 -18.54 9.67 12.96  0.00

Spin multiplicity: 2
Molar mass (g/mol): 1061.5
Gap between HOMO and LUMO (spin up / spin down) (eV): 3.8 / 2.3
ΔE to the lowest compared entry with this formula, charge and spin (eV): 1.678
Highest occupied orbital energy (spin up / spin down) (Eh): -0.4792 / -0.4782
Charge: +3